{
  "formula": "C22H17F5N4O13TeV",
  "method": "ωB97M-V with the def2-TZVPD basis set",
  "energy_ha": -3757.04896,
  "s2": 2.016,
  "fmax_ev_per_a": 2.70,
  "relative_energy_kcal_mol": 83.4,
  "total_charge": -1,
  "multiplicity": 3,
  "gap_ev": [7.401, 7.312],
  "e_homo_ev": [-6.062, -6.936],
  "species": ["V", "O", "C", "O", "C", "C", "C", "C", "C", "C", "O", "N", "O", "O", "N", "O", "O", "H", "H", "O", "C", "C", "C", "C", "C", "C", "C", "C", "N", "H", "H", "H", "H", "H", "H", "H", "H", "H", "H", "H", "F", "Te", "F", "F", "F", "F", "O", "O", "C", "O", "C", "C", "C", "C", "C", "C", "N", "O", "O", "H", "H", "H", "H"],
  "coordinates": [[0.2247, 0.2553, 0.8131], [-1.6186, 3.2117, 2.7097], [-1.0362, 2.7388, 1.7677], [-0.3878, 1.5823, 1.8441], [-0.9797, 3.3952, 0.4288], [-1.6012, 4.6222, 0.3048], [-1.5841, 5.2912, -0.9009], [-0.8970, 4.7931, -1.9886], [-0.2350, 3.6004, -1.8477], [-0.3246, 2.8051, -0.6799], [0.1045, 1.5781, -0.6975], [0.6104, 3.2025, -2.9944], [0.1976, 3.4134, -4.1094], [1.7327, 2.7820, -2.7466], [-2.2777, 6.5795, -1.0288], [-2.8417, 7.0196, -0.0458], [-2.2547, 7.1304, -2.1139], [-2.1037, 5.0452, 1.1627], [-0.8570, 5.3371, -2.9206], [2.2226, 0.6339, 2.3524], [2.8293, -0.2040, 3.3244], [3.3035, -1.5613, 2.8260], [2.2751, -2.3287, 1.9783], [0.9008, -2.2947, 2.5845], [0.4829, -3.3422, 3.4013], [-0.7285, -3.2783, 4.0591], [-1.5013, -2.1368, 3.9178], [-1.0442, -1.1418, 3.0831], [0.1132, -1.2184, 2.4046], [2.8527, 0.7929, 1.6220], [2.0834, -0.3338, 4.1121], [3.6791, 0.3208, 3.7715], [3.5785, -2.1475, 3.7098], [4.1968, -1.4334, 2.2122], [2.5897, -3.3679, 1.8760], [2.2702, -1.8872, 0.9900], [1.1302, -4.2025, 3.5081], [-1.0594, -4.0988, 4.6835], [-2.4452, -2.0159, 4.4294], [-1.6156, -0.2354, 2.9362], [3.2264, -0.6942, -2.2373], [2.3531, 0.7356, -1.3658], [0.9988, 0.0941, -2.6895], [2.3619, 2.0960, 0.1200], [3.9548, 1.6437, -1.8683], [3.6308, 0.0748, 0.0059], [1.2872, -0.5575, -0.1897], [-2.5374, 0.6201, -1.2459], [-1.9399, -0.3701, -0.9119], [-1.3784, -0.5468, 0.2895], [-1.8127, -1.5606, -1.8206], [-1.0627, -2.6703, -1.4546], [-0.9776, -3.7636, -2.3008], [-1.6541, -3.7130, -3.5027], [-2.3860, -2.6120, -3.9052], [-2.4584, -1.5265, -3.0502], [-1.6038, -4.8968, -4.3948], [-1.0018, -5.8765, -4.0024], [-2.1529, -4.8151, -5.4756], [-0.5354, -2.6666, -0.5118], [-0.4030, -4.6406, -2.0435], [-2.8836, -2.6190, -4.8631], [-3.0100, -0.6371, -3.3210]],
  "atomic_forces_ev_per_a": [[-0.70, -0.81, 0.33], [-0.08, 0.09, 0.09], [0.20, -0.34, -0.21], [-0.49, 1.10, 0.87], [-0.02, 0.10, 0.02], [-0.01, -0.03, 0.13], [-0.17, 0.36, -0.03], [0.11, 0.04, -0.11], [0.10, -0.05, -0.36], [0.06, -0.58, -0.01], [-0.48, 0.56, 0.20], [-0.32, 0.16, 0.45], [-0.05, -0.04, -0.05], [-0.15, 0.19, -0.20], [0.09, -0.28, 0.04], [-0.01, 0.04, 0.00], [0.01, 0.04, -0.01], [-0.01, -0.03, 0.00], [0.00, 0.00, 0.01], [0.14, -0.11, -0.44], [-0.13, 0.10, 0.12], [-0.01, -0.03, -0.08], [-0.07, 0.08, 0.02], [0.14, 0.06, 0.04], [0.03, -0.05, 0.02], [-0.01, 0.01, 0.04], [0.02, -0.04, 0.05], [0.04, 0.09, -0.12], [-0.26, -0.26, 0.16], [0.03, 0.03, 0.05], [-0.03, 0.02, -0.02], [-0.01, 0.01, 0.04], [0.04, 0.02, -0.02], [0.02, -0.03, 0.02], [0.01, -0.01, 0.03], [-0.05, -0.02, -0.09], [-0.01, 0.00, 0.00], [0.01, 0.01, 0.00], [0.01, 0.00, 0.00], [-0.01, -0.01, -0.06], [0.03, -0.45, -0.22], [2.41, -1.13, 0.47], [-0.25, 0.35, -0.28], [-0.22, 0.21, 0.11], [0.00, 0.50, -0.62], [-0.11, -0.08, 0.13], [0.30, 0.05, -0.38], [-0.14, 0.07, 0.05], [0.12, -0.06, 0.29], [-0.16, 0.14, -0.44], [0.03, 0.00, -0.01], [0.05, -0.06, -0.01], [0.02, 0.00, 0.10], [-0.05, -0.24, -0.14], [-0.06, 0.08, -0.02], [-0.01, -0.02, -0.05], [0.18, 0.26, 0.03], [-0.06, -0.04, 0.02], [-0.06, -0.04, 0.03], [-0.01, 0.00, 0.01], [0.00, 0.01, 0.00], [0.01, 0.01, 0.00], [-0.01, -0.01, 0.01]],
  "lowdin_spin": [1.051, -0.001, 0.001, -0.004, 0.005, 0.000, 0.004, -0.001, 0.003, 0.004, 0.044, 0.010, 0.038, 0.017, 0.001, 0.001, 0.001, 0.000, 0.000, 0.013, 0.001, 0.000, 0.000, 0.003, -0.001, 0.004, -0.001, 0.004, -0.004, 0.000, 0.000, 0.000, 0.000, 0.000, 0.000, 0.000, 0.000, 0.000, 0.000, 0.000, 0.047, 0.202, 0.216, 0.163, 0.130, 0.022, 0.005, 0.000, 0.005, 0.016, 0.001, 0.001, 0.000, 0.000, 0.000, 0.000, 0.000, 0.000, 0.000, 0.000, 0.000, 0.000, 0.000]
}